Record 1
A 2-piece molecular cluster, C2H8N4 overall in a non-equilibrium geometry, computed with wB97M-V/def2-TZVPD.

Summary:
**HOMO-LUMO gap**: 10.5 eV
**Charge**: 0
**Structure (SMILES)**: [H]/N=C/N.[H]/N=C\N
**2S+1**: 1
**Strongest force on any atom**: 1.86 eV Å⁻¹
**LUMO energy**: 1.005 eV
**Energy above the lowest of the compared OMol25 structures with the same formula, charge and spin**: 1.743 eV

```
14
Properties=species:S:1:pos:R:3:lowdin_charge:R:1
H -4.0100 0.6483 3.3096 0.0387
N -4.5758 1.4226 2.9536 0.0414
C -3.8034 2.1163 2.2117 -0.3881
N -4.1583 2.5484 0.9170 0.0512
H -2.7350 2.1558 2.4552 0.1039
H -5.0910 2.2231 0.6728 0.0805
H -4.1870 3.5604 0.9251 0.0725
H 3.4092 -1.0596 -3.0790 0.0439
N 3.4687 -2.0590 -3.2996 0.0611
C 4.1009 -2.5355 -2.3109 -0.3675
N 4.3962 -1.7289 -1.1675 0.0247
H 4.6162 -3.4980 -2.2872 0.1011
H 5.0443 -2.2599 -0.5999 0.0627
H 3.5249 -1.5339 -0.7007 0.0740
```

Record 2
C30H29N8O5SSeY as an isolated structure in a non-equilibrium geometry, computed with wB97M-V/def2-TZVPD.

Summary:
**HOMO-LUMO gap**: 8.0 eV
**Charge**: 0
**2S+1**: 1
**Strongest force on any atom**: 1.23 eV Å⁻¹
**LUMO energy**: -0.054 eV
**Energy above the lowest of the compared OMol25 structures with the same formula, charge and spin**: 0.537 eV

```
75
Properties=species:S:1:pos:R:3:lowdin_charge:R:1
Y -0.3482 0.2662 -0.8277 1.1984
O -4.4282 1.4863 -0.3177 0.0362
C -3.3592 0.9019 -0.4688 -0.5294
N -2.1296 1.3964 -0.2798 -0.1677
C -2.0665 2.7621 0.1832 -0.1648
C -0.6389 3.2083 0.3934 -0.2374
C -0.3724 4.3508 1.1442 -0.0155
C 0.9319 4.7750 1.2835 -0.0633
C 1.9542 4.0476 0.6802 -0.0551
C 1.6148 2.9193 -0.0311 -0.1267
N 0.3479 2.5022 -0.1741 0.0226
C -3.3822 -0.5807 -0.8428 -0.1941
C -4.6017 -1.2324 -0.8991 0.0147
C -4.6178 -2.6003 -1.1089 -0.0355
C -3.4156 -3.2790 -1.2412 -0.0371
C -2.2397 -2.5551 -1.2016 -0.1246
N -2.2209 -1.2290 -1.0322 -0.0197
H -2.6364 2.8859 1.1100 0.1347
H -2.5347 3.4447 -0.5400 0.1387
H -1.1926 4.8865 1.6035 0.1236
H 1.1591 5.6616 1.8624 0.1140
H 2.9901 4.3434 0.7676 0.1084
H 2.3682 2.3108 -0.5184 0.1150
H -5.4975 -0.6458 -0.7546 0.1211
H -5.5571 -3.1364 -1.1553 0.1119
H -3.3791 -4.3516 -1.3692 0.1117
H -1.2805 -3.0451 -1.3257 0.1106
O 1.6673 -3.7299 3.5025 -0.0503
C 2.6599 -3.7536 2.7203 -0.6784
O 3.5921 -4.5486 2.6343 0.0267
C 2.5885 -2.6164 1.7129 -0.0835
C 2.7965 -1.2946 2.0941 -0.0020
C 2.4122 -0.2728 1.2488 -0.1473
N 1.8274 -0.4887 0.0713 -0.0016
C 1.7555 -1.7692 -0.3537 -0.2172
C 2.1439 -2.8418 0.4147 0.0734
C 1.1497 -1.9792 -1.7345 -0.6100
O 1.0748 -3.0943 -2.2212 0.0572
O 0.7101 -0.8886 -2.2858 -0.2232
H 3.1978 -1.0625 3.0732 0.1251
H 2.5035 0.7624 1.5554 0.0991
H 2.0361 -3.8425 0.0194 0.1425
C 0.6503 2.4927 -5.8162 -0.0360
N 0.2613 1.0923 -5.7810 -0.1258
C 0.6380 0.1436 -6.7102 -0.0375
C 0.0716 -1.0172 -6.3317 -0.0316
N -0.6455 -0.7672 -5.1807 -0.1008
C -1.4166 -1.7817 -4.4749 -0.0112
C -0.5205 0.5293 -4.8340 -0.6586
Se -1.2689 1.4409 -3.3883 0.7088
H 0.7959 2.7844 -6.8535 0.0925
H 1.5717 2.6447 -5.2553 0.0986
H -0.1380 3.0904 -5.3690 0.0498
H 1.2649 0.3831 -7.5498 0.1236
H 0.1209 -1.9997 -6.7647 0.1286
H -1.8538 -2.4473 -5.2174 0.0998
H -2.2035 -1.2827 -3.9173 0.0648
H -0.7688 -2.3306 -3.8034 0.0711
C 1.3495 -2.1179 6.1048 0.0040
C 0.9690 -1.0282 5.1618 -0.2537
C 1.2669 0.2929 5.3384 0.0201
C 0.9098 1.1907 4.3215 -0.3084
N 0.2530 0.8284 3.2329 0.1136
C -0.0704 -0.4758 3.0730 -0.7708
S -0.9668 -1.0330 1.7487 0.7018
N 0.3089 -1.3691 4.0333 0.1155
C 1.2854 2.6344 4.4388 -0.0149
H 1.7405 -1.6993 7.0289 0.0855
H 2.0910 -2.7578 5.6248 0.0864
H 0.4881 -2.7482 6.3249 0.1010
H 1.7899 0.6236 6.2238 0.1227
H 0.2776 -2.3669 3.7796 0.1233
H 0.9284 3.0514 5.3820 0.0896
H 0.8643 3.1892 3.6088 0.0548
H 2.3732 2.7374 4.4296 0.0922
```

Record 3
A 2-piece molecular cluster, H4N2O3Si overall in a non-equilibrium geometry, computed with wB97M-V/def2-TZVPD.

Summary:
**HOMO-LUMO gap**: 9.9 eV
**Charge**: 0
**Structure (SMILES)**: N[SiH]=O.O=NO
**2S+1**: 1
**Strongest force on any atom**: 1.70 eV Å⁻¹
**LUMO energy**: 0.354 eV
**Energy above the lowest of the compared OMol25 structures with the same formula, charge and spin**: 0.995 eV

```
10
Properties=species:S:1:pos:R:3:lowdin_charge:R:1
N 1.4220 -0.8185 -0.9835 -0.0675
Si 1.3886 0.5315 0.0385 0.5292
O 0.1495 1.3439 0.3242 -0.3762
H 0.5965 -1.1787 -1.4308 0.0409
H 2.2200 -1.4206 -1.1030 0.0310
H 2.7349 0.7537 0.5019 -0.0316
O -2.7099 -1.1117 1.2012 0.0007
N -1.8884 -0.2807 0.9468 -0.1453
O -2.3705 0.8261 0.3158 -0.0185
H -1.5428 1.3553 0.1889 0.0374
```

Record 4
A 2-piece molecular cluster, C3H4O2 overall in a non-equilibrium geometry, computed with wB97M-V/def2-TZVPD.

Summary:
**HOMO-LUMO gap**: 8.9 eV
**Charge**: 0
**2S+1**: 1
**Strongest force on any atom**: 10.35 eV Å⁻¹
**LUMO energy**: -1.195 eV
**Energy above the lowest of the compared OMol25 structures with the same formula, charge and spin**: 7.909 eV

```
9
Properties=species:S:1:pos:R:3:lowdin_charge:R:1
C 0.8564 -0.6601 -0.7502 -0.2649
C -0.2528 0.2940 -0.4023 -0.2063
C -0.4930 0.3935 1.2281 0.0582
H 1.6195 -0.2803 -1.4629 0.1214
H -0.0560 1.3602 -0.8535 0.1409
H -1.1392 -0.1262 -0.9347 0.1269
H 0.6412 -0.3365 2.2380 0.2733
O 0.7347 -1.8269 -0.2975 -0.0054
O -1.9109 1.1824 1.2348 -0.2442
```